[1]
# C38H99BrF6FeN10O13S2

A structure of composition C38H99BrF6FeN10O13S2 in a non-equilibrium geometry (ωB97M-V/def2-TZVPD, the Open Molecules 2025 dataset).

Geometry as XYZ:
```
170
Properties=species:S:1:pos:R:3
Fe -16.8849 -5.2258 -16.7093
Br -15.2475 -3.5716 -17.7581
C -20.6522 -6.5238 -16.0043
F -21.7142 -7.3342 -16.0797
F -20.9124 -5.2825 -16.5020
F -20.3172 -6.3353 -14.7469
S -19.1336 -7.2320 -16.8964
O -18.1637 -7.5529 -15.8785
O -19.5407 -8.3492 -17.7162
N -18.4638 -5.8713 -17.7599
S -19.2869 -6.0169 -19.1513
O -18.6791 -7.0422 -20.0521
O -20.7413 -6.1395 -19.0444
C -19.1102 -4.3620 -20.0983
F -17.8160 -4.0178 -20.1201
F -19.6932 -4.4312 -21.3648
F -19.7660 -3.5056 -19.3040
C -18.8355 -1.9798 -17.1033
C -18.3768 -2.3787 -15.6952
C -19.1558 -1.6058 -14.5938
O -18.6285 -1.9338 -13.2777
C -19.1721 -1.1103 -12.2603
N -18.3982 -3.8319 -15.4554
H -19.8957 -2.0779 -17.3368
H -18.2915 -2.5401 -17.8638
H -18.4741 -0.9708 -17.3017
H -17.3234 -2.0986 -15.6963
H -20.2300 -1.7470 -14.7128
H -18.8768 -0.5641 -14.7522
H -18.7614 -1.4250 -11.3010
H -20.2218 -1.4022 -12.2927
H -19.0064 -0.0364 -12.3460
H -18.1490 -3.9451 -14.4831
H -19.3669 -4.0794 -15.3125
C -17.1463 -0.5594 -20.0699
C -16.2506 -0.8749 -21.2689
C -15.2345 0.2361 -21.5266
O -15.9238 1.5169 -21.6604
C -16.6547 1.6864 -22.8546
N -15.6338 -2.1956 -21.0338
H -16.5906 -0.7106 -19.1444
H -17.9772 -1.2596 -19.9838
H -17.4069 0.4980 -20.0248
H -16.8928 -1.0072 -22.1396
H -14.5630 -0.0375 -22.3405
H -14.6379 0.4358 -20.6365
H -15.9984 1.9195 -23.6931
H -17.1921 2.6343 -22.8836
H -17.2854 0.8125 -23.0173
H -14.8314 -2.3158 -20.4323
H -16.2906 -2.8287 -20.6004
C -12.5344 -0.7816 -18.9078
C -11.7907 -0.8989 -17.6174
C -11.6593 0.4562 -16.9063
O -11.2052 1.4378 -17.7869
C -11.0741 2.7341 -17.1954
N -12.4672 -1.8450 -16.7719
H -12.1594 0.0551 -19.4973
H -13.5643 -0.5489 -18.6370
H -12.6059 -1.7196 -19.4582
H -10.7840 -1.2606 -17.8265
H -10.9720 0.3522 -16.0667
H -12.6529 0.7299 -16.5515
H -10.6663 3.4456 -17.9134
H -10.3897 2.7379 -16.3470
H -11.9810 3.2497 -16.8796
H -12.7848 -1.3364 -15.9591
H -13.2704 -2.2163 -17.2588
C -9.9967 -5.4948 -14.0530
C -10.9081 -4.3210 -14.3728
C -11.0420 -3.2313 -13.1959
O -11.5444 -3.8932 -12.0455
C -12.2434 -3.1227 -11.0406
N -10.5701 -3.7234 -15.6080
H -9.7507 -6.1965 -14.8501
H -10.3695 -6.0119 -13.1689
H -9.0478 -5.0428 -13.7642
H -11.9212 -4.6647 -14.5816
H -11.6272 -2.3696 -13.5171
H -10.0524 -2.8237 -12.9895
H -11.5125 -2.5050 -10.5187
H -12.5754 -3.7835 -10.2398
H -13.1228 -2.6179 -11.4404
H -9.6275 -3.3622 -15.5754
H -11.1900 -2.9683 -15.8645
C -15.1222 -7.0755 -19.4431
C -15.6856 -7.7116 -18.2240
C -15.0001 -9.0336 -17.8784
O -15.2773 -9.6712 -16.6610
C -16.5029 -10.4979 -16.6847
N -15.5099 -6.8493 -17.0342
H -15.0368 -7.8345 -20.2208
H -14.1672 -6.5566 -19.3608
H -15.7663 -6.2884 -19.8351
H -16.7557 -7.9094 -18.2854
H -13.9312 -8.8386 -17.7919
H -15.0608 -9.7022 -18.7372
H -16.4978 -11.2595 -17.4644
H -17.3122 -9.8663 -17.0513
H -16.6919 -10.9209 -15.6981
H -15.4298 -7.6250 -16.3923
H -14.5259 -6.6538 -17.1504
C -11.2595 -5.2343 -19.3175
C -11.6556 -6.3872 -18.3264
C -10.4123 -7.2140 -17.7379
O -9.6546 -7.7825 -18.8575
C -10.1760 -9.1316 -19.1861
N -12.5413 -5.8339 -17.3352
H -10.5310 -5.4590 -20.0966
H -10.9039 -4.3148 -18.8526
H -12.1363 -4.9479 -19.8983
H -12.2926 -7.0251 -18.9392
H -10.6349 -7.9586 -16.9737
H -9.8028 -6.4438 -17.2651
H -11.2446 -9.1213 -19.4012
H -10.0221 -9.8252 -18.3594
H -9.5493 -9.5001 -19.9982
H -13.3157 -5.3103 -17.7175
H -12.0330 -5.1094 -16.8487
C -13.8992 3.5502 -19.4470
C -15.2355 3.1739 -18.7536
C -14.8885 2.3609 -17.5831
O -16.0344 1.9888 -16.9112
C -15.7533 1.1726 -15.7873
N -15.9438 4.3831 -18.4911
H -13.4609 2.8548 -20.1629
H -13.1514 3.9439 -18.7586
H -14.1239 4.3717 -20.1273
H -15.8854 2.6374 -19.4449
H -14.3329 3.0060 -16.9025
H -14.2918 1.4915 -17.8592
H -14.9876 0.4015 -15.8720
H -16.6657 0.8528 -15.2839
H -15.4215 1.8939 -15.0405
H -16.2460 4.7783 -19.3700
H -16.7611 4.0300 -18.0142
C -15.2377 -3.5735 -13.8131
C -15.0106 -5.0216 -14.1888
C -14.3570 -5.8425 -13.0067
O -14.1578 -7.2627 -13.3164
C -13.0094 -7.5254 -14.0320
N -16.2661 -5.5580 -14.6912
H -15.4437 -2.8305 -14.5836
H -14.2569 -3.1992 -13.5198
H -15.9012 -3.4091 -12.9641
H -14.3229 -5.1267 -15.0279
H -14.9059 -5.6950 -12.0766
H -13.3561 -5.5113 -12.7298
H -12.9188 -8.6012 -14.1824
H -12.1226 -7.2226 -13.4751
H -13.0141 -7.0333 -15.0046
H -16.9217 -5.6897 -13.9342
H -16.0947 -6.5495 -14.7794
C -9.0563 -2.8288 -24.7977
C -9.9164 -3.8822 -24.0653
C -11.4202 -3.6199 -24.1361
O -11.7892 -2.4776 -23.3767
C -12.7253 -2.7252 -22.3459
N -9.5602 -5.2078 -24.5658
H -9.1099 -2.9818 -25.8756
H -8.0515 -3.0556 -24.4413
H -9.3920 -1.8128 -24.5897
H -9.6288 -3.8033 -23.0169
H -11.9490 -4.4638 -23.6932
H -11.7538 -3.4155 -25.1534
H -12.9420 -1.9041 -21.6625
H -12.4320 -3.5590 -21.7080
H -13.7048 -2.9732 -22.7549
H -8.6033 -5.3960 -24.3031
H -9.4382 -5.1443 -25.5664
```

Computed properties:
Net charge: 0
Maximum force: 6.26 eV/A
Multiplicity: 5
Energy relative to the best compared isomer or geometry (same formula, charge and spin): 0.42 kcal/mol
HOMO-LUMO gap (spin up / spin down): 0.322 / 0.322 Ha



[2]
# CH2N4O

An isolated molecule of CH2N4O in a non-equilibrium geometry (ωB97M-V/def2-TZVPD, the Open Molecules 2025 dataset).

Geometry as XYZ:
```
8
Properties=species:S:1:pos:R:3
C 0.1714 -0.3516 -0.4130
H 0.2370 -2.3227 -0.4224
H -0.2502 -0.5147 1.6543
N 0.4819 -1.4156 -1.0199
N 0.0748 0.2686 0.8365
N -0.6284 1.5389 0.8343
N -0.3706 1.9587 -0.3474
O 0.2841 0.8384 -1.1224
```

Computed properties:
Net charge: 0
Maximum force: 7.94 eV/A
Multiplicity: 1
Energy relative to the best compared isomer or geometry (same formula, charge and spin): 77.29 kcal/mol
HOMO-LUMO gap: 0.383 Ha